Entry 1:
C26H48ClI2N4O11P4S as an isolated structure at a distorted geometry. Source: OMol25; level of theory: ωB97M-V with the def2-TZVPD basis set.

The geometry in XYZ format:
```
97
Properties=species:S:1:pos:R:3
C 0.146 -1.086 4.254
C -1.329 -1.292 3.914
I -1.672 -3.421 4.100
C -1.909 -0.387 2.772
C -2.164 -0.443 1.211
C -3.529 -1.136 1.034
O -3.571 -2.310 1.819
N -4.989 -2.574 2.236
O -5.084 -2.512 3.372
C -2.430 1.060 0.794
Cl -3.739 1.194 -0.492
P -3.193 2.287 2.083
N -3.463 3.680 1.465
O -1.343 1.819 0.424
C -0.390 1.340 -0.518
N -1.002 1.327 -1.818
S 0.872 2.687 -0.457
C 0.171 -0.019 0.005
P 1.591 -0.753 -1.040
P 1.531 -0.086 -3.114
O 1.920 1.300 -3.348
O 2.597 -1.078 -3.779
O 0.142 -0.445 -3.808
P 1.035 0.362 1.516
O 0.773 1.577 2.523
O 2.303 -0.528 2.002
N -1.073 -1.094 0.255
C -0.611 -2.310 0.970
O 0.261 -3.057 0.177
C 0.553 -4.298 0.748
C 1.365 -4.371 1.867
C 1.667 -5.603 2.412
C 1.177 -6.756 1.828
C 0.384 -6.671 0.697
C 0.060 -5.440 0.156
C -1.621 -1.454 -1.141
C -1.988 -2.893 -1.548
C -3.071 -3.705 -0.870
I -2.655 -2.637 -3.608
H 0.277 -1.299 5.315
H 0.434 -0.048 4.101
H 0.818 -1.762 3.733
H -1.868 -0.946 4.794
H -1.338 0.526 2.949
H -2.910 -0.144 3.137
H -3.823 -1.334 0.012
H -4.265 -0.437 1.439
H -2.214 2.330 3.077
H -4.298 1.577 2.585
H -4.441 3.940 1.443
H -0.349 1.697 -2.504
H -1.767 1.991 -1.811
H 2.075 2.109 -0.473
H 2.718 -0.022 -0.659
H 2.325 -2.005 -3.799
H 0.223 -1.040 -4.564
H 0.540 2.444 2.115
H 2.203 -1.461 1.781
H -0.130 -1.992 1.893
H -1.494 -2.889 1.226
H 1.755 -3.474 2.329
H 2.285 -5.644 3.297
H 1.425 -7.723 2.241
H 0.023 -7.577 0.230
H -0.554 -5.392 -0.731
H -2.441 -0.787 -1.376
H -0.889 -1.128 -1.870
H -1.108 -3.502 -1.708
H -2.862 -3.926 0.172
H -3.159 -4.658 -1.390
H -4.054 -3.240 -0.935
C -0.618 6.139 3.433
C -0.797 6.306 1.921
C -0.262 4.984 1.406
O -0.519 4.002 2.424
C -0.935 4.661 3.629
H -1.264 6.786 4.023
H 0.417 6.342 3.714
H -1.857 6.400 1.679
H -0.273 7.164 1.505
H 0.822 5.021 1.258
H -0.730 4.653 0.481
H -2.009 4.494 3.758
H -0.405 4.220 4.474
C 4.565 2.711 -6.291
C 4.615 1.651 -5.192
C 5.488 0.584 -5.839
O 6.389 1.268 -6.707
C 5.974 2.626 -6.865
H 4.316 3.708 -5.930
H 3.829 2.431 -7.048
H 5.111 2.056 -4.306
H 3.643 1.281 -4.881
H 4.884 -0.110 -6.436
H 6.064 0.003 -5.117
H 6.665 3.273 -6.314
H 6.025 2.890 -7.922
```

As for the net charge: +1. The value obtained for the total energy is -132923.3942 eV.



Entry 2:
C9H3F9N3O10RhS2 as an isolated structure. Source: OMol25; level of theory: ωB97M-V with the def2-TZVPD basis set.

The geometry in XYZ format:
```
37
Properties=species:S:1:pos:R:3
Rh -0.182 -0.024 0.420
F 4.448 1.093 2.449
C 4.351 -0.179 2.084
F 5.511 -0.599 1.613
F 3.988 -0.916 3.121
S 3.072 -0.287 0.763
O 1.846 0.171 1.424
O 3.525 0.533 -0.326
N 3.109 -1.823 0.464
S 1.882 -2.527 -0.204
O 2.223 -3.489 -1.185
O 0.853 -1.548 -0.617
C 1.153 -3.467 1.216
F 0.504 -2.626 2.019
F 0.319 -4.385 0.760
F 2.129 -4.046 1.898
O -1.343 5.587 0.161
C -0.246 5.326 -0.530
O 0.398 6.176 -1.083
C 0.188 3.899 -0.608
C 1.319 3.477 -1.286
N 1.429 2.152 -1.123
N 0.417 1.694 -0.389
C -0.331 2.731 -0.042
C -1.423 2.427 0.924
O -2.210 3.278 1.284
O -1.394 1.199 1.361
H -1.741 4.785 0.578
H 2.035 4.048 -1.851
H 2.181 1.527 -1.393
F -2.815 -2.537 -2.179
C -3.277 -1.967 -1.064
F -4.220 -1.086 -1.393
F -3.804 -2.901 -0.286
C -2.121 -1.254 -0.345
O -1.573 -0.260 -0.935
O -1.699 -1.606 0.764
```

As for the energy above the lowest of the compared OMol25 structures with the same formula, charge and spin: 0.3748 eV. The value obtained for the total energy is -83462.7061 eV.



Entry 3:
C17H34CoO2P2 as an isolated structure at a distorted geometry. Source: OMol25; level of theory: ωB97M-V with the def2-TZVPD basis set.

The geometry in XYZ format:
```
56
Properties=species:S:1:pos:R:3
P 1.058 1.391 -1.738
P 0.575 -1.607 -1.576
C 1.850 0.400 -3.064
C 1.232 -0.996 -3.191
H 2.923 0.346 -2.814
H 1.767 0.965 -4.004
H 0.400 -0.999 -3.913
H 1.974 -1.715 -3.571
C 1.934 -2.519 -0.806
H 1.516 -3.077 0.034
H 2.694 -1.821 -0.450
H 2.352 -3.209 -1.547
C -0.714 -2.795 -1.979
H -0.310 -3.586 -2.626
H -1.547 -2.275 -2.464
H -1.035 -3.192 -1.011
C 2.215 2.617 -1.094
H 1.674 3.263 -0.395
H 2.629 3.196 -1.927
H 3.007 2.086 -0.557
C -0.334 2.275 -2.500
H -1.134 1.566 -2.721
H 0.030 2.759 -3.408
H -0.695 3.004 -1.771
Co 0.175 0.079 -0.354
C 2.465 -1.862 -6.319
C 3.501 -2.097 -5.508
C 4.895 -1.587 -5.733
C 5.020 -0.176 -6.346
C 4.073 0.835 -5.753
C 2.826 1.107 -6.150
C 2.138 0.465 -7.319
C 2.457 -1.023 -7.569
C -0.325 1.625 0.798
H 1.510 -2.359 -6.110
H 3.389 -2.833 -4.698
H 5.434 -2.298 -6.377
H 5.430 -1.580 -4.775
H 6.046 0.163 -6.125
H 4.938 -0.242 -7.436
H 4.509 1.429 -4.942
H 2.299 1.962 -5.700
H 2.380 1.036 -8.226
H 1.052 0.554 -7.183
H 1.651 -1.403 -8.220
H 3.388 -1.104 -8.141
H -1.397 1.430 1.023
H -0.171 2.660 0.427
H 0.271 1.417 1.712
C -1.115 -1.403 3.375
O -0.466 -0.683 2.307
C -0.574 -1.206 1.068
O -1.115 -2.287 0.850
H -2.143 -1.662 3.111
H -1.087 -0.691 4.200
H -0.557 -2.310 3.640
```

The spin multiplicity is 4. As for the energy above the lowest of the compared OMol25 structures with the same formula, charge and spin: 0.0000 eV. The value obtained for the total energy is -78475.2314 eV.



Entry 4:
C4H14FN2O2PRh as an isolated structure at a distorted geometry. Source: OMol25; level of theory: ωB97M-V with the def2-TZVPD basis set.

The geometry in XYZ format:
```
25
Properties=species:S:1:pos:R:3
Rh 0.834 0.146 0.385
F 1.590 -1.736 0.068
N 3.706 0.259 0.087
N 2.709 0.611 1.135
H 3.194 -0.502 -0.386
H 3.793 1.081 -0.527
H 2.980 1.573 1.416
H 3.109 -0.029 1.870
O -0.129 1.981 0.492
C 0.590 2.475 -0.479
O 1.814 2.268 -0.752
H 0.178 3.319 -1.048
C -2.149 0.486 -0.901
P -1.108 -0.629 0.029
C -2.153 -0.936 1.415
C -1.177 -2.150 -0.941
H -3.201 0.078 -1.002
H -1.942 0.644 -1.970
H -2.157 1.467 -0.390
H -3.181 -1.091 1.015
H -2.084 -0.095 2.142
H -1.911 -1.927 1.858
H -2.122 -2.729 -1.031
H -0.328 -2.760 -0.526
H -0.854 -1.805 -1.957
```

The spin multiplicity is 5. As for the energy above the lowest of the compared OMol25 structures with the same formula, charge and spin: 3.0230 eV. As for the net charge: +1. The value obtained for the total energy is -26452.6491 eV.



Entry 5:
C7H16BaBrN2O7P2S as an isolated structure at a distorted geometry. Source: OMol25; level of theory: ωB97M-V with the def2-TZVPD basis set.

The geometry in XYZ format:
```
37
Properties=species:S:1:pos:R:3
C 2.431 -2.803 0.148
C 1.365 -1.799 0.549
O 1.615 -0.565 -0.144
C 0.518 0.280 -0.423
C -0.107 -0.272 -1.865
O 0.023 -1.483 -2.008
O -0.495 0.593 -2.706
N -0.472 0.385 0.613
C -1.799 0.831 0.115
C -2.699 -0.351 -0.271
C -3.979 -0.461 0.533
Br -3.743 -1.487 2.161
P -0.082 1.131 2.088
O -1.065 0.396 3.087
O 1.386 0.571 2.381
S -0.216 3.030 2.229
P 1.394 1.797 -0.962
N 0.627 3.059 -1.324
O 1.970 0.929 -2.349
O 2.685 2.079 -0.097
H 2.787 -2.588 -0.856
H 1.989 -3.795 0.123
H 3.250 -2.844 0.858
H 1.402 -1.627 1.620
H 0.391 -2.181 0.273
H -1.686 1.533 -0.705
H -2.267 1.383 0.926
H -2.122 -1.253 -0.078
H -2.909 -0.357 -1.338
H -4.732 -1.003 -0.023
H -4.390 0.505 0.800
H -1.127 -0.559 2.949
H 1.898 1.303 2.750
H 0.509 3.317 -2.288
H 2.144 0.002 -2.080
H 3.318 1.353 -0.058
Ba 2.190 0.952 -4.625
```

As for the net charge: +1. The value obtained for the total energy is -124976.5686 eV.



Entry 6:
One molecule with the formula H5N2O3P at a distorted geometry. Source: OMol25; level of theory: ωB97M-V with the def2-TZVPD basis set.

The geometry in XYZ format:
```
11
Properties=species:S:1:pos:R:3
N 1.243 1.631 1.632
O 0.714 1.475 0.328
P -0.614 0.491 0.417
O -1.058 0.640 -1.121
O 0.251 -1.438 0.025
N -0.451 -1.754 -1.181
H 0.420 1.378 2.199
H 1.392 2.593 1.773
H -0.753 -0.276 -1.414
H 0.107 -2.371 -1.864
H -1.250 -2.369 -0.795
```

As for the energy above the lowest of the compared OMol25 structures with the same formula, charge and spin: 1.0994 eV. The value obtained for the total energy is -18489.2191 eV. Its SMILES is NOP(O)ON.



Entry 7:
A 12-piece molecular cluster, C44H101FN3O16S11 overall at a distorted geometry. Source: OMol25; level of theory: ωB97M-V with the def2-TZVPD basis set.

The geometry in XYZ format:
```
176
Properties=species:S:1:pos:R:3
C -0.164 -1.840 2.618
O 0.464 -1.014 1.602
C -0.476 -0.414 0.710
C 0.105 -0.593 -0.780
N 0.244 0.725 -1.505
C -0.674 0.865 -2.674
C -0.634 2.288 -3.357
C -1.506 3.377 -2.572
O -1.739 4.463 -3.070
C -2.117 3.109 -1.130
C -3.448 2.436 -1.109
C -4.151 2.076 0.155
C -3.441 2.421 1.433
C -2.119 3.108 1.411
C -1.434 3.455 0.137
C -0.342 -0.342 -3.668
C -1.627 -0.464 -4.637
C -1.618 -1.760 -5.519
F -0.746 -1.539 -6.622
N -0.155 -1.655 -3.007
C 1.250 -2.130 -3.088
C 1.248 -3.408 -4.051
O 2.612 -3.791 -4.361
C 3.201 -4.462 -3.281
O 4.114 -3.901 -2.708
C -0.699 -1.685 -1.629
C -0.692 -3.110 -0.948
C -2.069 -3.808 -1.399
O -1.976 -5.239 -1.339
C -3.297 -3.285 -0.580
N -4.100 -2.251 -1.286
H -1.284 -1.816 2.620
H 0.160 -1.424 3.626
H 0.282 -2.873 2.561
H -0.501 0.696 0.964
H -1.497 -0.884 0.702
H 1.167 -0.959 -0.618
H 1.204 0.757 -1.895
H 0.200 1.544 -0.865
H -1.748 0.704 -2.347
H -1.040 2.255 -4.404
H 0.422 2.700 -3.318
H -3.947 2.164 -2.082
H -5.143 1.547 0.167
H -3.924 2.140 2.404
H -1.614 3.335 2.386
H -0.435 3.954 0.081
H 0.508 -0.050 -4.357
H -1.667 0.458 -5.297
H -2.566 -0.468 -4.014
H -2.667 -1.874 -5.940
H -1.412 -2.709 -4.956
H 1.973 -1.399 -3.544
H 1.687 -2.462 -2.104
H 0.766 -3.146 -5.042
H 0.650 -4.249 -3.584
H 2.911 -5.496 -2.939
H -1.795 -1.379 -1.674
H -0.763 -2.997 0.176
H 0.209 -3.741 -1.176
H -2.242 -3.483 -2.480
H -1.122 -5.454 -1.762
H -3.047 -2.902 0.444
H -3.993 -4.174 -0.417
H -5.033 -2.145 -0.867
H -4.149 -2.410 -2.292
C -4.069 5.142 4.759
S -3.662 3.544 5.484
O -3.830 2.510 4.413
C -5.108 3.453 6.555
H -3.308 5.389 4.018
H -5.046 5.093 4.274
H -4.075 5.904 5.540
H -6.018 3.511 5.955
H -5.077 4.272 7.274
H -5.083 2.503 7.087
C 3.557 -1.655 3.368
S 5.332 -1.363 3.261
O 5.535 0.100 3.065
C 5.553 -2.160 1.658
H 3.187 -1.202 4.288
H 3.052 -1.201 2.513
H 3.363 -2.728 3.391
H 4.923 -1.674 0.911
H 5.294 -3.217 1.738
H 6.599 -2.066 1.368
C 0.759 8.267 -1.414
S 1.261 6.693 -2.127
O 2.594 6.342 -1.554
C 1.536 7.328 -3.791
H 0.569 8.120 -0.350
H 1.552 9.004 -1.541
H -0.154 8.606 -1.904
H 2.281 8.123 -3.765
H 0.595 7.706 -4.195
H 1.897 6.511 -4.416
C 11.057 -2.811 -0.042
S 11.383 -2.196 1.621
O 12.077 -3.284 2.371
C 9.660 -2.185 2.156
H 12.010 -2.934 -0.556
H 10.547 -3.774 0.012
H 10.445 -2.089 -0.583
H 9.236 -3.187 2.070
H 9.095 -1.482 1.541
H 9.622 -1.864 3.197
C 0.927 -2.242 -9.012
S -0.155 -2.124 -10.450
O -0.018 -3.393 -11.217
C 0.815 -0.867 -11.307
H 0.532 -3.008 -8.346
H 1.935 -2.519 -9.326
H 0.946 -1.285 -8.491
H 1.830 -1.232 -11.476
H 0.838 0.045 -10.710
H 0.340 -0.661 -12.266
C -5.960 -1.743 2.201
S -4.334 -0.993 2.404
O -3.311 -2.047 2.122
C -4.439 -0.810 4.193
H -6.101 -1.984 1.147
H -6.025 -2.657 2.795
H -6.727 -1.035 2.516
H -4.600 -1.785 4.657
H -5.258 -0.134 4.441
H -3.501 -0.386 4.552
C -3.412 10.213 -4.921
S -2.468 9.609 -3.509
O -1.031 9.574 -3.914
C -3.089 7.916 -3.582
H -3.150 11.257 -5.088
H -3.166 9.630 -5.809
H -4.478 10.138 -4.704
H -2.863 7.479 -4.556
H -4.166 7.917 -3.410
H -2.598 7.335 -2.801
C -7.668 -0.736 -3.792
S -7.354 -0.065 -2.150
O -6.688 -1.135 -1.349
C -9.082 -0.006 -1.639
H -6.711 -0.894 -4.289
H -8.195 -1.688 -3.710
H -8.262 -0.026 -4.368
H -9.519 -1.004 -1.693
H -9.629 0.681 -2.286
H -9.125 0.353 -0.611
C 9.276 -5.364 6.364
S 9.575 -4.358 4.897
O 9.013 -5.096 3.725
C 11.360 -4.586 4.876
H 8.202 -5.396 6.548
H 9.647 -6.377 6.200
H 9.778 -4.913 7.221
H 11.597 -5.649 4.808
H 11.791 -4.162 5.785
H 11.764 -4.064 4.004
C 1.861 -7.274 2.939
S 2.657 -5.667 3.117
O 1.667 -4.745 3.748
C 2.699 -5.286 1.353
H 1.697 -7.689 3.933
H 0.902 -7.160 2.430
H 2.511 -7.941 2.371
H 1.686 -5.298 0.946
H 3.322 -6.019 0.838
H 3.130 -4.292 1.226
C -1.471 4.348 11.032
S -1.687 3.576 9.417
O -2.215 4.619 8.489
C -3.074 2.528 9.899
H -0.667 5.081 10.958
H -2.393 4.849 11.331
H -1.200 3.587 11.765
H -3.894 3.145 10.270
H -2.751 1.828 10.670
H -3.405 1.972 9.022
```

As for the energy above the lowest of the compared OMol25 structures with the same formula, charge and spin: 3.9369 eV. As for the net charge: +1. The value obtained for the total energy is -206382.4459 eV.



Please write out number 2 again, unchanged.
C9H3F9N3O10RhS2 as an isolated structure. Source: OMol25; level of theory: ωB97M-V with the def2-TZVPD basis set.

The geometry in XYZ format:
```
37
Properties=species:S:1:pos:R:3
Rh -0.182 -0.024 0.420
F 4.448 1.093 2.449
C 4.351 -0.179 2.084
F 5.511 -0.599 1.613
F 3.988 -0.916 3.121
S 3.072 -0.287 0.763
O 1.846 0.171 1.424
O 3.525 0.533 -0.326
N 3.109 -1.823 0.464
S 1.882 -2.527 -0.204
O 2.223 -3.489 -1.185
O 0.853 -1.548 -0.617
C 1.153 -3.467 1.216
F 0.504 -2.626 2.019
F 0.319 -4.385 0.760
F 2.129 -4.046 1.898
O -1.343 5.587 0.161
C -0.246 5.326 -0.530
O 0.398 6.176 -1.083
C 0.188 3.899 -0.608
C 1.319 3.477 -1.286
N 1.429 2.152 -1.123
N 0.417 1.694 -0.389
C -0.331 2.731 -0.042
C -1.423 2.427 0.924
O -2.210 3.278 1.284
O -1.394 1.199 1.361
H -1.741 4.785 0.578
H 2.035 4.048 -1.851
H 2.181 1.527 -1.393
F -2.815 -2.537 -2.179
C -3.277 -1.967 -1.064
F -4.220 -1.086 -1.393
F -3.804 -2.901 -0.286
C -2.121 -1.254 -0.345
O -1.573 -0.260 -0.935
O -1.699 -1.606 0.764
```

As for the energy above the lowest of the compared OMol25 structures with the same formula, charge and spin: 0.3748 eV. The value obtained for the total energy is -83462.7061 eV.



What did the second record say?
C9H3F9N3O10RhS2 as an isolated structure. Source: OMol25; level of theory: ωB97M-V with the def2-TZVPD basis set.

The geometry in XYZ format:
```
37
Properties=species:S:1:pos:R:3
Rh -0.182 -0.024 0.420
F 4.448 1.093 2.449
C 4.351 -0.179 2.084
F 5.511 -0.599 1.613
F 3.988 -0.916 3.121
S 3.072 -0.287 0.763
O 1.846 0.171 1.424
O 3.525 0.533 -0.326
N 3.109 -1.823 0.464
S 1.882 -2.527 -0.204
O 2.223 -3.489 -1.185
O 0.853 -1.548 -0.617
C 1.153 -3.467 1.216
F 0.504 -2.626 2.019
F 0.319 -4.385 0.760
F 2.129 -4.046 1.898
O -1.343 5.587 0.161
C -0.246 5.326 -0.530
O 0.398 6.176 -1.083
C 0.188 3.899 -0.608
C 1.319 3.477 -1.286
N 1.429 2.152 -1.123
N 0.417 1.694 -0.389
C -0.331 2.731 -0.042
C -1.423 2.427 0.924
O -2.210 3.278 1.284
O -1.394 1.199 1.361
H -1.741 4.785 0.578
H 2.035 4.048 -1.851
H 2.181 1.527 -1.393
F -2.815 -2.537 -2.179
C -3.277 -1.967 -1.064
F -4.220 -1.086 -1.393
F -3.804 -2.901 -0.286
C -2.121 -1.254 -0.345
O -1.573 -0.260 -0.935
O -1.699 -1.606 0.764
```

As for the energy above the lowest of the compared OMol25 structures with the same formula, charge and spin: 0.3748 eV. The value obtained for the total energy is -83462.7061 eV.